one | 7
Properties=species:S:1:pos:R:3:mulliken_charge:R:1 method="wB97M-V/def2-TZVPD" gap_ev="7.23 / 7.23" spin_multiplicity=1
C -0.146 -0.235 1.516 -0.35
C -0.558 -1.108 0.812 -0.48
S 1.094 2.275 -0.848 -0.12
S 0.491 -0.656 -2.150 -0.12
S -0.183 1.085 -1.671 0.23
H 0.239 0.489 2.172 0.40
H -0.938 -1.849 0.170 0.44



two | 7
Properties=species:S:1:pos:R:3:mulliken_charge:R:1 method="wB97M-V/def2-TZVPD" gap_ev=8.46 spin_multiplicity=1
C 2.341 0.229 0.250 0.04
C -0.871 -0.011 -0.307 -0.03
S 2.984 -1.004 -0.348 -0.04
S -1.163 -1.543 -0.398 -0.21
S -1.446 1.447 -1.218 -0.16
H -0.136 0.595 0.421 0.23
H -2.690 0.818 -1.815 0.17



Which of them is the most stable? Correct choice: one.



one | 7
Properties=species:S:1:pos:R:3:mulliken_charge:R:1 method="wB97M-V/def2-TZVPD" gap_ev="6.77 / 6.77" spin_multiplicity=1
C 1.389 -0.417 0.328 0.25
C -0.925 0.339 -0.341 -0.43
S 2.565 -0.894 1.260 -0.14
S 0.434 -0.718 -1.000 0.04
S -0.298 1.435 0.823 -0.29
H -1.641 0.744 -1.247 0.28
H -1.524 -0.490 0.178 0.29



two | 7
Properties=species:S:1:pos:R:3:mulliken_charge:R:1 method="wB97M-V/def2-TZVPD" gap_ev=8.69 spin_multiplicity=1
C -2.103 0.932 -1.604 0.26
C -0.377 0.115 -0.066 -0.49
S -3.386 1.545 -2.242 -0.25
S -1.134 -0.460 -1.641 -0.03
S -1.133 1.787 -0.093 -0.12
H -0.655 -0.284 0.878 0.33
H 0.750 -0.191 -0.081 0.31



three | 7
Properties=species:S:1:pos:R:3:mulliken_charge:R:1 method="wB97M-V/def2-TZVPD" gap_ev="6.99 / 7.01" spin_multiplicity=1
C 1.655 0.720 0.356 -0.34
C 1.573 -0.090 -0.548 -0.48
S -2.717 -1.741 0.866 -0.13
S -1.130 0.950 -0.134 -0.07
S -2.570 -0.360 -0.465 0.16
H 1.621 1.276 1.236 0.42
H 1.567 -0.755 -1.311 0.44



Which of them is the most stable? Correct choice: two.



one | 12
Properties=species:S:1:pos:R:3:mulliken_charge:R:1 method="wB97M-V/def2-TZVPD" gap_ev="7.64 / 7.45" spin_multiplicity=6
C -2.355 -0.177 -0.205 -0.51
C -1.011 0.218 -0.270 -0.09
O -0.247 -0.418 -1.249 -0.29
C 1.020 0.030 -1.546 0.70
O 1.350 -0.081 -2.723 -0.57
O 1.691 0.551 -0.610 -0.57
O -3.237 0.694 0.337 -0.45
Ir 1.703 0.915 1.268 0.54
H -2.729 -1.024 -0.785 0.36
H -0.283 0.081 1.077 -0.08
H -4.124 0.538 0.001 0.35
H -0.755 1.278 -0.124 0.59



two | 12
Properties=species:S:1:pos:R:3:mulliken_charge:R:1 method="wB97M-V/def2-TZVPD" gap_ev="7.23 / 7.03" spin_multiplicity=6
C -1.488 0.313 -0.025 0.06
C -0.294 -0.014 -0.605 -0.69
O 0.701 0.919 -0.864 -0.29
C 2.008 0.525 -0.624 0.68
O 2.866 1.322 -0.983 -0.56
O 2.165 -0.543 0.039 -0.49
O -2.420 -0.651 0.146 -0.43
Ir 1.077 -1.704 1.160 0.63
H -1.499 1.134 0.698 0.32
H -0.299 -0.858 -1.307 0.55
H -3.019 -0.423 0.863 0.36
H 0.202 -0.020 1.501 -0.14



Which of them is the most stable? Correct choice: one.



one | 14
Properties=species:S:1:pos:R:3:mulliken_charge:R:1 method="wB97M-V/def2-TZVPD" smiles="SOC1=[NH+]CCN1" gap_ev=10.32 spin_multiplicity=1 charge=+1
C -0.283 -0.056 -0.730 0.50
C 1.235 0.878 0.704 -0.42
C 0.467 -0.196 1.473 -0.46
N 0.808 0.647 -0.654 -0.12
N -0.582 -0.582 0.430 -0.15
O -0.839 -0.327 -1.939 -0.39
S -2.119 -1.436 -2.129 -0.03
H 0.857 1.860 1.005 0.25
H 2.403 0.848 0.680 0.34
H 0.921 -1.219 1.522 0.28
H 0.150 0.090 2.488 0.35
H 1.476 0.752 -1.459 0.34
H -1.482 -0.854 0.786 0.27
H -3.013 -0.404 -2.178 0.23



two | 14
Properties=species:S:1:pos:R:3:mulliken_charge:R:1 method="wB97M-V/def2-TZVPD" smiles="N[C@]1(O)[NH2+]C=CS1" gap_ev=10.07 spin_multiplicity=1 charge=+1
C 1.095 1.351 0.108 -0.54
C 1.939 0.327 0.144 -0.06
C -0.555 -0.649 -0.026 0.49
N -1.319 -1.072 -1.023 -0.48
N -0.363 0.936 0.039 -0.14
O -1.041 -1.157 1.196 -0.50
S 1.153 -1.228 -0.280 -0.08
H 1.363 2.342 0.484 0.37
H 3.052 0.228 0.302 0.38
H -0.889 -1.407 -1.880 0.21
H -2.339 -1.289 -1.073 0.25
H -0.907 1.238 0.822 0.37
H -0.704 1.441 -0.761 0.35
H -0.487 -1.060 1.948 0.38



three | 14
Properties=species:S:1:pos:R:3:mulliken_charge:R:1 method="wB97M-V/def2-TZVPD" smiles="[NH3+][C@]1(S)C=NCO1" gap_ev=10.15 spin_multiplicity=1 charge=+1
C -0.797 0.882 -1.109 -0.26
C -0.573 1.566 0.953 -0.26
C -0.540 -0.346 -0.266 0.35
N -0.805 1.913 -0.390 -0.33
N 0.612 -1.231 -0.711 -0.25
O -0.307 0.138 0.979 -0.38
S -2.073 -1.659 -0.253 -0.18
H -0.978 0.891 -2.166 0.44
H 0.278 2.104 1.377 0.27
H -1.460 1.782 1.560 0.29
H 0.651 -1.298 -1.737 0.35
H 0.446 -2.180 -0.337 0.40
H 1.508 -0.874 -0.347 0.36
H -2.204 -1.627 1.070 0.22



four | 14
Properties=species:S:1:pos:R:3:mulliken_charge:R:1 method="wB97M-V/def2-TZVPD" gap_ev="5.65 / 7.13" spin_multiplicity=1 charge=+1
C 0.419 -0.977 -0.851 0.19
C -0.410 0.726 0.525 0.76
C 0.641 -2.479 -0.939 -0.99
N -0.238 -0.609 0.185 -0.43
N -1.697 1.040 0.586 -0.31
O 0.575 1.441 0.580 -0.44
S 1.114 3.895 0.693 0.26
H 0.998 -0.155 -1.431 0.30
H -0.032 -2.934 -0.251 0.33
H 0.565 -3.006 -1.897 0.34
H 1.644 -2.722 -0.554 0.29
H 0.868 3.547 1.962 0.26
H -2.438 0.330 0.481 0.26
H -2.009 1.903 0.911 0.20



Which of them is the most stable? Correct choice: one.



one | 10
Properties=species:S:1:pos:R:3:mulliken_charge:R:1 method="wB97M-V/def2-TZVPD" gap_ev="7.79 / 7.79" spin_multiplicity=1
C 0.526 -0.913 -0.410 -0.08
C 0.063 -1.701 0.547 -0.36
C 0.178 0.489 -0.365 0.89
C -1.415 0.428 1.134 -0.44
N -0.632 1.178 0.406 -0.34
O 1.108 1.171 -1.104 -0.48
O -2.158 0.913 2.116 -0.33
H 1.304 -0.920 -1.238 0.32
H 1.046 2.102 -0.781 0.37
H -2.589 0.154 2.458 0.45



two | 10
Properties=species:S:1:pos:R:3:mulliken_charge:R:1 method="wB97M-V/def2-TZVPD" gap_ev=8.54 spin_multiplicity=1
C 0.086 1.268 -0.025 0.15
C -0.447 2.334 -0.159 0.13
C -1.369 -1.852 -1.181 0.66
C 0.923 0.199 0.019 -0.80
N 1.281 -0.331 1.135 -0.33
O -1.087 -1.112 -1.994 -0.31
O -1.702 -2.627 -0.423 -0.35
H 0.943 -0.075 2.170 0.26
H 1.981 -1.093 1.145 0.27
H -0.608 3.289 -0.688 0.31



three | 10
Properties=species:S:1:pos:R:3:mulliken_charge:R:1 method="wB97M-V/def2-TZVPD" gap_ev="7.81 / 7.35" spin_multiplicity=1
C -0.612 -0.352 1.139 -0.36
C 0.466 -1.194 0.822 -0.51
C -0.759 0.553 0.127 -0.43
C 1.008 -0.702 -0.316 0.17
N 0.294 0.376 -0.712 0.22
O 1.255 1.648 -2.377 -0.21
O 0.205 1.006 -1.904 0.02
H -1.152 -0.697 2.064 0.31
H 0.882 -1.892 1.410 0.47
H -1.586 1.253 -0.254 0.33



four | 10
Properties=species:S:1:pos:R:3:mulliken_charge:R:1 method="wB97M-V/def2-TZVPD" smiles="O=c1cconc1" gap_ev=9.61 spin_multiplicity=1
C -1.114 -0.022 0.065 0.52
C -0.403 1.145 0.263 -0.43
C 0.966 1.108 -0.003 0.11
C -0.075 -1.147 0.038 -0.05
H -1.146 2.030 -0.087 0.26
H 1.604 2.053 -0.266 0.33
H -0.385 -2.379 0.214 0.30
N 1.293 -1.124 0.045 -0.32
O -2.389 -0.139 -0.157 -0.64
O 1.718 0.097 -0.138 -0.09



Which of them is the most stable? Correct choice: two.



one | 10
Properties=species:S:1:pos:R:3:mulliken_charge:R:1 method="wB97M-V/def2-TZVPD" gap_ev="7.74 / 7.63" spin_multiplicity=1
N 2.141 -0.263 -0.162 -0.65
C 0.929 0.063 -0.009 0.35
C -0.186 -0.904 -0.039 -0.27
C -1.395 -0.294 0.051 -0.11
C -0.946 1.240 0.425 -0.03
O -1.390 0.970 -0.785 -0.19
O 0.468 1.305 0.349 -0.25
H 2.747 0.557 -0.114 0.28
H 0.006 -1.968 0.040 0.43
H -2.375 -0.706 0.246 0.45



two | 10
Properties=species:S:1:pos:R:3:mulliken_charge:R:1 method="wB97M-V/def2-TZVPD" gap_ev=9.29 spin_multiplicity=1
O 1.803 0.461 -0.409 -0.20
C 2.308 -0.583 0.261 -0.26
C 0.456 0.337 -0.246 0.71
N -0.237 -0.488 -0.938 -0.47
C -1.491 -0.386 -0.363 -0.33
C -1.449 0.503 0.651 -0.10
O -0.160 0.984 0.734 -0.27
H 3.249 -0.784 -0.283 0.18
H -2.316 -0.966 -0.744 0.37
H -2.164 0.922 1.338 0.38



Which of them is the most stable? Correct choice: two.